# 1
C9H38N4O9 | ωB97M-V/def2-TZVPD

The geometry in XYZ format:
```
60
C9H38N4O9 | the OMol25 dataset | ωB97M-V/def2-TZVPD
C -5.2537 -3.5628 0.0762
O -4.7180 -2.2748 0.3211
C -4.0782 -2.1586 1.6020
C -4.6528 -0.9655 2.4053
C -6.1007 -0.9786 2.7575
N -4.3087 0.2645 1.5953
H -5.5509 -3.6218 -0.9708
H -6.1542 -3.7915 0.6463
H -4.4996 -4.3267 0.2656
H -4.1608 -3.0547 2.2170
H -3.0222 -1.9731 1.4055
H -4.1109 -0.9180 3.3498
H -6.4546 -1.9401 3.1296
H -6.6606 -0.6993 1.8650
H -6.4970 -0.2037 3.4137
H -3.3891 -0.0358 1.3049
H -4.9144 0.1844 0.7911
C 3.9908 -5.8316 -2.0429
O 3.0586 -4.8537 -1.6226
C 3.1916 -3.7151 -2.3824
C 2.2101 -2.6334 -1.9065
C 0.7111 -2.8481 -2.3279
N 2.5875 -1.3468 -2.3535
H 5.0195 -5.5857 -1.7796
H 3.9695 -5.9148 -3.1295
H 3.6967 -6.7922 -1.6198
H 4.1827 -3.2693 -2.4663
H 2.9554 -3.8911 -3.4319
H 2.1747 -2.5967 -0.8176
H 0.2084 -2.0334 -1.8068
H 0.1854 -3.7043 -1.9053
H 0.7071 -2.9943 -3.4081
H 3.2868 -0.9594 -1.7362
H 1.8395 -0.7604 -2.0118
N 1.5438 -0.0756 3.3702
C 2.1854 -1.1344 3.7813
N 3.3418 -1.1910 3.2777
O 1.7192 -1.9250 4.5669
H 0.6923 0.1794 3.8497
H 2.0654 0.5472 2.7701
H 3.9213 -1.8903 3.7196
H 3.7697 -0.5174 2.6587
O 1.7095 7.5217 -0.4578
H 1.5817 8.1227 -1.1917
H 2.6235 7.2465 -0.5293
O -3.4095 4.4804 -0.6925
H -4.0816 5.1485 -0.8271
H -3.8411 3.8089 -0.1642
O 4.7249 5.4255 -1.7666
H 5.3478 5.9884 -1.3067
H 5.0547 5.3859 -2.6643
O 5.0804 2.2223 0.9513
H 4.4883 2.7614 0.4269
H 5.9561 2.4680 0.6532
O -2.1701 7.9913 -2.4852
H -2.0996 7.0439 -2.3684
H -1.3698 8.2360 -2.9497
O 0.6935 3.6129 -0.6314
H 1.2229 4.4104 -0.6258
H -0.1994 3.9187 -0.7911
```

Output
E_tot, eV: -34335.23101
Max |F|, eV/Å: 7.260
M, g mol⁻¹: 346.4
LUMO, Ha: -0.002
SMILES: COC[C@H](C)N.COC[C@H](C)N.NC(N)=O.O.O.O.O.O.O
Orbital gap, eV: 9.29

Atom charges from the Löwdin analysis, given in e for atoms 1 to 5: number 1, C, carries -0.113; number 2, O, carries -0.192; number 3, C, carries -0.190; number 4, C, carries -0.419; number 5, C, carries -0.077

***

# 2
C9H39N2O14 | ωB97M-V/def2-TZVPD

The geometry in XYZ format:
```
64
C9H39N2O14 | the OMol25 dataset | ωB97M-V/def2-TZVPD
N -1.9906 -1.1192 -0.1846
O -1.0425 -0.6732 0.4010
O -1.8962 -1.4575 -1.3630
O -3.0158 -1.2445 0.4701
C 2.7148 2.2113 2.3898
C 2.8101 2.1915 0.7831
C 4.2149 1.6154 0.4830
C 4.3325 1.2964 -1.0997
C 3.0822 0.3823 -1.6122
C 1.7044 0.8936 -1.1539
N 1.7631 1.3006 0.2812
O 0.5755 1.9200 0.6856
C 1.3061 1.9502 -2.1722
C 0.6629 -0.2048 -1.1899
C 2.7784 3.6222 0.2799
H 2.7738 1.2159 2.8301
H 1.8035 2.6878 2.7513
H 3.5050 2.8674 2.7547
H 5.0377 2.2529 0.8066
H 4.3808 0.6284 0.9150
H 5.2172 0.6713 -1.2209
H 4.4240 2.2241 -1.6647
H 3.4242 -0.6325 -1.4088
H 3.1997 0.4257 -2.6950
H 2.1228 2.6668 -2.2592
H 1.2012 1.6693 -3.2202
H 0.3719 2.4519 -1.9194
H 0.6174 -0.7382 -2.1393
H 0.8136 -0.9447 -0.4038
H -0.3060 0.1575 -0.8464
H 3.0513 3.8587 -0.7486
H 3.5351 4.1094 0.8949
H 1.7814 4.0301 0.4461
H 0.1776 1.2699 1.2693
O -1.3040 -2.0462 2.1742
H -2.0862 -1.5082 2.0524
H -0.7204 -1.7862 1.4615
O -3.8378 -1.7611 -2.4203
H -3.5691 -1.4033 -3.2664
H -3.0517 -1.7081 -1.8767
O -5.1127 -1.2453 -0.0381
H -4.1919 -1.3784 0.1870
H -5.4356 -2.1200 -0.2547
O -2.2714 1.2255 0.9287
H -3.0247 1.6170 0.4866
H -2.3772 0.2837 0.7945
O -3.4012 -0.5170 2.7180
H -3.1584 0.2141 2.1499
H -4.2066 -0.8627 2.3332
O -0.4283 0.7368 1.8802
H -0.3407 0.0268 1.2442
H -1.2250 1.1976 1.6172
O -0.1565 -2.1082 -2.4993
H -0.8033 -1.5806 -2.0308
H -0.6521 -2.8570 -2.8307
O -3.3921 -3.2796 1.4354
H -3.0608 -2.5983 0.8504
H -2.6218 -3.5741 1.9213
O 0.6658 -2.0987 1.3472
H 1.5093 -2.5504 1.3738
H 0.5084 -1.9390 0.4166
O -2.4497 -3.5975 -1.3644
H -1.9231 -2.7986 -1.3379
H -3.0133 -3.5392 -0.5929
```

Output
E_tot, eV: -41593.06001
Net charge: -1
Max |F|, eV/Å: 11.597
ΔE to the lowest compared entry with this formula, charge and spin, kcal/mol: 368.9
M, g mol⁻¹: 399.4
LUMO, Ha: 0.058
Orbital gap, eV: 6.32

Atom charges from the Löwdin analysis, given in e for atoms 1 to 5: number 1, N, carries -0.305; number 2, O, carries -0.119; number 3, O, carries 0.028; number 4, O, carries -0.033; number 5, C, carries -0.018

***

# 3
C9H4BrNO4Tb | ωB97M-V/def2-TZVPD

The geometry in XYZ format:
```
20
C9H4BrNO4Tb | the OMol25 dataset | ωB97M-V/def2-TZVPD
O -0.5190 0.3808 -3.1463
C -0.9258 0.2878 -2.0582
Tb -2.0528 0.3848 0.1565
O 0.5326 -3.1604 -3.9621
C -0.0025 -2.9114 -2.9952
C -3.2879 0.5407 -2.0502
O -3.7265 0.5899 -3.1227
C -2.1554 -1.8615 -0.4618
O -2.2863 -2.9885 -0.6946
Br 3.6303 2.6251 0.6442
C 2.1893 1.5178 1.1653
C 2.0720 1.0510 2.4801
C 0.9988 0.2561 2.8609
C 0.0445 -0.0931 1.9142
N 0.0988 0.4470 0.6561
C 1.2002 1.1624 0.2359
H 2.8171 1.3236 3.2130
H 0.8653 -0.1325 3.8839
H -0.7409 -0.8493 2.1000
H 1.2481 1.4295 -0.8188
```

Output
E_tot, eV: -111518.96128
Net charge: +3
Max |F|, eV/Å: 7.782
ΔE to the lowest compared entry with this formula, charge and spin, kcal/mol: 16.3
M, g mol⁻¹: 429.0
LUMO (alpha / beta), Ha: -0.590 / -0.454
2S+1: 7
Orbital gap (alpha / beta), eV: 3.45 / 6.98

Atom charges from the Löwdin analysis, given in e for atoms 1 to 5: number 1, O, carries 0.195; number 2, C, carries -0.115; number 3, Tb, carries 1.474; number 4, O, carries 0.092; number 5, C, carries 0.016

***

# 4
C9H4ClNNiO4 | ωB97M-V/def2-TZVPD

The geometry in XYZ format:
```
20
C9H4ClNNiO4 | the OMol25 dataset | ωB97M-V/def2-TZVPD
O 0.2310 -2.9649 -0.0029
C 0.7098 -1.9243 -0.0617
Ni 0.4512 -0.1000 0.0646
O -3.1913 -0.0692 -1.4739
C -2.3067 0.2622 -0.8494
C 1.7820 0.0458 -1.1456
O 2.5340 0.1676 -2.0193
C 0.6471 1.7400 0.0080
O 0.2324 2.8171 -0.0415
Cl 0.8546 0.1861 5.3869
C -0.2605 -0.2411 4.1469
C -1.4820 -0.8469 4.4481
C -2.3216 -1.1858 3.3882
C -1.9149 -0.9415 2.0757
N -0.7418 -0.3496 1.8279
C 0.0960 0.0021 2.8205
H -1.7353 -1.0478 5.5196
H -3.2898 -1.6597 3.5827
H -2.5458 -1.2321 1.2362
H 1.0475 0.4481 2.5692
```

Output
E_tot, eV: -72621.95595
Net charge: +2
Max |F|, eV/Å: 7.813
ΔE to the lowest compared entry with this formula, charge and spin, kcal/mol: 5.2
M, g mol⁻¹: 284.3
LUMO (alpha / beta), Ha: -0.317 / -0.474
2S+1: 3
Orbital gap (alpha / beta), eV: 7.55 / 4.93

Atom charges from the Löwdin analysis, given in e for atoms 1 to 5: number 1, O, carries 0.210; number 2, C, carries 0.000; number 3, Ni, carries 0.107; number 4, O, carries 0.132; number 5, C, carries 0.055